# 1
ORCA calculation (the ωB97M-V functional and the def2-TZVPD basis) on a 10-piece molecular cluster, C5H28N2O10 overall.

```
! wB97M-V def2-TZVPD RIJCOSX def2/J DEFGRID3
* xyz 1 2
O 1.80 3.07 1.73
C 2.52 2.19 1.31
C 1.87 1.05 0.61
C 2.37 -0.36 0.77
C 1.66 -1.21 -0.18
C 2.45 -1.82 -1.21
N 2.33 -2.72 -2.20
N 0.34 -1.62 0.18
H 3.45 2.26 1.52
H 1.71 1.34 -0.46
H 0.75 1.02 0.83
H 2.41 -0.80 1.91
H 3.44 -0.45 0.75
H 3.47 -1.24 -1.17
H 1.41 -3.00 -2.25
H 2.78 -2.63 -3.13
H -0.04 -2.36 -0.32
H -0.36 -0.86 0.21
H -1.12 -0.50 -2.06
H -1.40 0.89 -2.51
O -1.71 0.23 -1.84
H -3.54 0.47 0.82
H -1.99 0.55 1.48
O -2.97 0.76 1.63
H -0.61 -4.28 -0.39
H -1.95 -3.59 -1.09
O -1.34 -3.87 -0.56
H 0.02 1.50 2.01
H -0.82 1.50 3.11
O -0.55 0.84 2.45
H -2.60 2.79 1.50
H -3.40 3.07 0.24
O -2.59 3.22 0.59
H 0.33 3.45 -1.25
H -0.58 2.32 -0.87
O 0.19 2.54 -1.44
H 0.67 -1.02 3.22
H 0.42 -0.47 4.66
O 1.00 -0.91 4.06
H -3.98 -1.09 0.35
H -3.60 -0.81 -1.20
O -4.25 -0.69 -0.52
H 0.79 1.18 -3.62
H 0.85 -0.31 -3.94
O 0.36 0.35 -3.72
*
```

Properties
* Kohn-Sham gap (spin up / spin down): 0.3395 / 0.2229 Ha



# 2
ORCA calculation (the ωB97M-V functional and the def2-TZVPD basis) on a 8-piece molecular cluster, C5H28N2O7 overall.

```
! wB97M-V def2-TZVPD RIJCOSX def2/J DEFGRID3
* xyz 0 1
C 1.11 -1.92 -3.32
C 1.84 -1.00 -2.26
C 0.87 -0.67 -1.14
C -0.34 0.25 -1.49
C -1.21 0.57 -0.21
N -2.33 -0.34 0.06
N 0.22 -2.96 -2.74
H 0.60 -1.20 -3.96
H 1.75 -2.36 -4.11
H 2.26 -0.03 -2.58
H 2.78 -1.58 -2.03
H 1.34 -0.23 -0.27
H 0.47 -1.60 -0.70
H 0.00 1.27 -1.68
H -0.87 -0.14 -2.35
H -0.46 0.59 0.56
H -1.66 1.53 -0.39
H -3.05 -0.37 -0.64
H -2.07 -1.21 0.51
H -0.68 -2.57 -2.46
H 0.62 -3.28 -1.88
H 0.76 4.03 -1.52
H 1.80 2.86 -1.33
O 1.43 3.49 -1.98
H -3.15 -1.10 3.23
H -2.02 -1.76 2.71
O -2.28 -1.38 3.57
H -1.74 3.37 1.94
H -0.90 2.24 2.40
O -0.86 3.21 2.29
H 3.38 2.48 0.03
H 2.34 1.50 0.58
O 2.65 1.91 -0.25
H 1.93 -0.44 2.26
H 1.71 0.94 2.84
O 1.59 0.44 2.02
H -1.11 -3.56 -0.01
H -2.66 -3.19 -0.51
O -1.88 -2.98 0.00
H -0.01 0.48 2.66
H -1.05 -0.06 3.71
O -0.56 0.74 3.43
*
```

Properties
* SMILES: NCCCCCN.O.O.O.O.O.O.O
* Kohn-Sham gap: 0.3090 Ha



# 3
ORCA calculation (the ωB97M-V functional and the def2-TZVPD basis) on a 9-piece molecular cluster, C5H28NO9 overall.

```
! wB97M-V def2-TZVPD RIJCOSX def2/J DEFGRID3
* xyz 0 2
C -2.89 0.22 -0.81
C -1.53 0.30 -0.14
C -1.46 -0.47 1.17
C -0.10 -0.57 1.86
C 0.41 0.76 2.31
O 0.62 1.68 1.53
N -0.34 0.04 -1.07
H -2.90 0.39 -1.89
H -3.54 1.01 -0.46
H -3.28 -0.81 -0.72
H -1.24 1.30 0.14
H -1.77 -1.51 1.05
H -2.19 -0.03 1.86
H 0.67 -1.13 1.31
H -0.16 -1.17 2.77
H 0.46 0.98 3.39
H -0.56 0.05 -2.06
H 0.05 -0.91 -0.90
H 0.36 0.74 -0.83
H 1.28 2.47 -0.06
H 1.63 3.19 -1.28
O 1.49 2.28 -1.00
H -0.84 -0.64 -4.41
H -1.39 0.73 -4.44
O -1.35 -0.03 -3.85
H 3.04 1.61 -0.94
H 3.17 0.55 -2.06
O 3.58 0.87 -1.24
H 1.46 3.92 1.99
H 0.31 4.32 1.06
O 1.26 4.27 1.12
H -3.94 -2.54 1.08
H -4.94 -1.60 0.49
O -4.37 -2.33 0.24
H 2.68 -0.40 -0.02
H 3.17 -1.72 0.38
O 2.56 -1.04 0.69
H 2.65 -3.10 3.21
H 2.50 -1.96 2.19
O 2.40 -2.17 3.14
H 1.15 -2.73 -0.82
H 0.70 -2.65 -2.36
O 1.19 -2.20 -1.64
*
```

Properties
* Kohn-Sham gap (spin up / spin down): 0.0974 / 0.2865 Ha



# 4
ORCA calculation (the ωB97M-V functional and the def2-TZVPD basis) on a 9-piece molecular cluster, C5H28NO9 overall.

```
! wB97M-V def2-TZVPD RIJCOSX def2/J DEFGRID3
* xyz 1 1
O 2.86 1.06 2.32
C 2.23 1.18 1.31
C 0.75 0.73 1.28
C 0.59 -0.78 1.50
C -0.74 -1.08 2.20
C 0.68 -1.60 0.20
N 0.13 1.17 -0.01
H 2.67 1.67 0.43
H 0.21 1.27 2.11
H 1.44 -1.09 2.20
H -0.79 -2.20 2.46
H -1.58 -0.82 1.61
H -0.86 -0.49 3.12
H 1.49 -1.30 -0.44
H -0.28 -1.54 -0.36
H 0.84 -2.61 0.44
H -0.07 2.20 -0.03
H 0.76 0.93 -0.82
H -0.74 0.65 -0.21
H -2.11 -0.25 -2.14
H -2.96 -0.66 -0.95
O -2.39 0.05 -1.26
H 4.41 -0.48 -0.09
H 3.59 -1.08 1.05
O 3.53 -0.58 0.22
H 2.03 0.44 -2.85
H 0.50 0.07 -2.99
O 1.15 0.63 -2.51
H -4.68 -1.94 0.19
H -3.88 -2.91 -0.64
O -3.84 -2.03 -0.28
H 3.56 -0.74 3.22
H 4.38 -2.02 3.21
O 3.67 -1.55 2.72
H -1.87 3.36 -0.43
H -0.79 4.48 -0.30
O -1.02 3.60 0.01
H -0.63 -1.70 -4.03
H -1.14 -0.27 -4.50
O -0.81 -0.77 -3.74
H -4.08 2.69 -0.77
H -3.00 1.69 -1.25
O -3.21 2.63 -1.19
*
```

Properties
* Kohn-Sham gap: 0.3709 Ha



# 5
ORCA calculation (the ωB97M-V functional and the def2-TZVPD basis) on a 9-piece molecular cluster, C5H28NO9 overall.

```
! wB97M-V def2-TZVPD RIJCOSX def2/J DEFGRID3
* xyz 1 1
C 0.45 -1.91 2.74
C -0.28 -1.08 1.64
C 0.02 0.42 1.96
C -0.52 1.49 0.99
C -1.83 0.94 0.12
O -1.44 0.01 -0.52
N 0.59 -1.32 0.32
H 0.72 -2.82 2.27
H -0.34 -2.27 3.45
H 1.31 -1.21 3.03
H -1.33 -1.39 1.55
H 1.08 0.46 2.39
H -0.56 0.53 3.06
H 0.13 1.99 0.38
H -0.99 2.35 1.51
H -2.90 1.09 0.36
H 1.51 -0.88 0.49
H 0.33 -0.68 -0.46
H 0.60 -2.23 -0.14
H 0.68 -3.19 -2.18
H 2.12 -3.65 -1.72
O 1.41 -3.08 -1.44
H 3.53 -1.81 -0.45
H 3.93 -0.64 0.71
O 3.19 -0.99 0.00
H 0.86 -0.65 -3.21
H -0.02 0.56 -3.55
O 0.17 -0.34 -3.81
H -1.98 -3.22 -3.77
H -1.10 -2.34 -2.82
O -1.25 -3.21 -2.98
H 1.68 1.92 4.00
H 2.16 1.07 5.14
O 1.69 1.09 4.34
H -1.39 3.00 -1.26
H -2.13 2.44 -2.55
O -1.76 2.16 -1.71
H -3.87 3.76 1.20
H -4.34 2.81 0.21
O -3.62 2.86 0.73
H 2.53 3.55 -1.29
H 2.58 2.12 -1.77
O 2.10 2.67 -1.04
*
```

Properties
* Kohn-Sham gap: 0.3367 Ha



# 6
ORCA calculation (the ωB97M-V functional and the def2-TZVPD basis) on a 8-piece molecular cluster, C5H29N2O7 overall.

```
! wB97M-V def2-TZVPD RIJCOSX def2/J DEFGRID3
* xyz 1 1
C 0.47 -1.00 -1.57
N 1.74 -0.26 -1.57
C 2.17 -0.01 -2.96
C -0.11 -0.94 -0.17
N -0.24 0.50 0.25
C 0.18 0.72 1.68
C -0.09 2.20 2.00
H 0.57 -1.97 -2.06
H -0.32 -0.56 -2.21
H 2.49 -0.79 -1.13
H 2.03 -0.82 -3.67
H 3.25 0.17 -2.89
H 1.74 0.91 -3.37
H 0.65 -1.34 0.49
H -1.06 -1.45 -0.11
H -1.21 0.79 0.10
H 0.39 1.04 -0.35
H 1.22 0.41 1.78
H -0.43 0.05 2.28
H -0.58 2.27 2.98
H 0.83 2.75 2.18
H -0.73 2.62 1.23
H -3.49 -1.15 0.39
H -4.23 0.28 0.53
O -3.41 -0.22 0.64
H -0.65 2.72 -1.85
H -1.85 1.78 -2.39
O -1.50 2.27 -1.64
H 2.58 -3.53 -0.86
H 2.06 -3.87 0.47
O 2.15 -3.10 -0.12
H -3.21 -3.27 0.22
H -2.78 -2.78 1.65
O -2.59 -3.40 0.94
H 1.26 3.81 -1.25
H 1.07 3.60 -2.84
O 0.94 3.25 -1.95
H -2.09 -0.92 4.13
H -2.60 -0.14 2.82
O -2.16 -0.91 3.17
H 2.69 0.95 0.25
H 3.95 1.32 1.14
O 3.15 0.82 1.08
*
```

Properties
* Kohn-Sham gap: 0.3784 Ha



In order of appearance, energy above the lowest of the compared OMol25 structures with the same formula, charge and spin = 3.841 1.806 0.000 0.000 5.619 2.160 eV.